No. 1
{"formula": "C3H2N2O2", "method": "wB97M-V/def2-TZVPD", "species": ["O", "C", "C", "N", "C", "N", "O", "H", "H"], "positions_angstrom": [[2.521536, -0.287524, 0.791582], [1.404986, -0.723532, 0.894525], [0.246115, -0.083274, 0.195063], [-0.756209, -0.685845, -0.362828], [-1.434231, 0.374842, -0.907152], [-0.901951, 1.540760, -0.675723], [0.228588, 1.240586, 0.053018], [1.158943, -1.621261, 1.489075], [-2.337757, 0.279455, -1.494883]], "forces_ev_per_a": [[-0.51, -0.17, 0.16], [0.41, 0.16, -0.04], [-0.10, 0.01, -0.10], [0.17, 0.16, 0.16], [-0.09, 0.24, -0.07], [-0.20, -0.31, -0.17], [0.20, -0.14, 0.09], [0.01, 0.05, -0.17], [0.12, 0.00, 0.14]], "nbo_charge": [-0.445, 0.377, 0.389, -0.455, 0.129, -0.112, -0.248, 0.146, 0.218], "homo_lumo_gap_ev": 10.59, "relative_energy_ev": 1.606, "multiplicity": 1, "smiles": "O=Cc1ncno1"}

No. 2
{"formula": "C3H2N2O2", "method": "wB97M-V/def2-TZVPD", "species": ["O", "C", "C", "N", "N", "C", "O", "H", "H"], "positions_angstrom": [[-0.762548, 2.201428, 0.020986], [-0.335095, 1.104902, -0.071088], [1.198870, 0.589418, -0.187671], [1.323450, -0.672416, -0.125606], [-0.025903, -1.157763, 0.013235], [-1.078074, -0.282268, 0.010791], [-2.247357, -0.606220, -0.194004], [2.097185, 1.069211, 0.031376], [-0.170525, -2.246292, 0.501981]], "forces_ev_per_a": [[-0.03, 0.20, -0.13], [1.65, -1.31, 0.24], [-1.80, 0.14, 0.45], [-2.80, -0.10, 1.03], [-0.08, -5.44, 1.84], [-0.62, -0.72, -1.73], [1.79, 1.14, 1.14], [1.18, 1.68, -0.47], [0.70, 4.42, -2.38]], "nbo_charge": [-0.413, 0.465, -0.067, -0.150, -0.498, 0.530, -0.517, 0.215, 0.434], "homo_lumo_gap_ev": 8.54, "relative_energy_ev": 2.570, "multiplicity": 1, "smiles": "O=C1C=NNC1=O"}

Question: Which formula does entry 2 have?
Answer: C3H2N2O2